The following is a quantum chemistry calculation of 5 unconnected molecules or ions with the total composition C30H42N5O2, from the Open Molecules 2025 dataset.

Each line ends with the Löwdin charge.
Positions of all 79 atoms, in Å:
1 C 4.024 0.676 3.049  -0.013
2 C 3.680 1.939 2.127  -0.403
3 O 4.578 2.794 1.909  0.042
4 O 2.401 2.201 1.558  -0.102
5 C 2.351 1.741 0.151  -0.145
6 C 1.031 0.791 0.079  -0.161
7 C 1.513 -0.673 0.517  -0.180
8 C 0.341 -1.691 0.911  -0.200
9 C -0.950 -1.015 1.577  -0.211
10 C -1.995 -0.715 0.359  -0.206
11 C -2.752 0.695 0.510  -0.183
12 C -3.800 0.628 1.743  -0.140
13 N -4.266 2.049 2.064  0.163
14 H 4.965 0.905 3.641  0.073
15 H 4.201 -0.277 2.429  0.088
16 H 3.200 0.417 3.792  0.091
17 H 3.298 1.167 -0.116  0.131
18 H 2.204 2.696 -0.465  0.137
19 H 0.276 1.279 0.775  0.089
20 H 0.689 0.789 -1.014  0.121
21 H 2.320 -0.559 1.310  0.086
22 H 2.041 -1.126 -0.405  0.128
23 H 0.786 -2.403 1.704  0.115
24 H -0.013 -2.364 0.061  0.114
25 H -0.725 -0.037 2.118  0.098
26 H -1.478 -1.689 2.350  0.113
27 H -2.708 -1.605 0.342  0.115
28 H -1.363 -0.714 -0.594  0.107
29 H -2.026 1.538 0.763  0.103
30 H -3.309 0.903 -0.474  0.099
31 H -4.664 -0.065 1.489  0.136
32 H -3.280 0.270 2.707  0.143
33 H -4.569 2.114 3.053  0.175
34 H -3.512 2.746 1.942  0.169
35 H -5.042 2.304 1.433  0.173
36 N 7.711 -0.577 -1.146  0.050
37 C 8.878 0.073 -1.273  -0.155
38 C 9.154 1.289 -0.668  -0.075
39 C 8.166 1.873 0.112  -0.073
40 C 6.949 1.223 0.259  -0.069
41 C 6.774 0.009 -0.385  -0.160
42 H 9.617 -0.421 -1.895  0.102
43 H 10.115 1.768 -0.804  0.102
44 H 8.342 2.825 0.601  0.108
45 H 6.155 1.650 0.859  0.066
46 H 5.841 -0.540 -0.298  0.091
47 N 5.952 -1.072 5.038  0.047
48 C 5.485 -2.153 5.684  -0.152
49 C 6.193 -2.834 6.659  -0.073
50 C 7.462 -2.378 6.988  -0.075
51 C 7.970 -1.265 6.336  -0.069
52 C 7.181 -0.651 5.377  -0.146
53 H 4.490 -2.473 5.390  0.100
54 H 5.765 -3.699 7.149  0.103
55 H 8.048 -2.886 7.746  0.108
56 H 8.956 -0.882 6.567  0.105
57 H 7.533 0.225 4.841  0.104
58 N -4.175 -0.822 -1.950  0.040
59 C -3.863 -1.421 -3.111  -0.136
60 C -4.798 -1.784 -4.067  -0.055
61 C -6.135 -1.519 -3.812  -0.061
62 C -6.487 -0.903 -2.620  -0.062
63 C -5.477 -0.576 -1.731  -0.161
64 H -2.806 -1.610 -3.264  0.107
65 H -4.488 -2.262 -4.988  0.109
66 H -6.896 -1.789 -4.534  0.098
67 H -7.521 -0.682 -2.389  0.105
68 H -5.703 -0.089 -0.786  0.081
69 N -9.182 -0.132 -5.344  0.045
70 C -9.084 -0.658 -6.575  -0.159
71 C -9.141 0.089 -7.740  -0.070
72 C -9.313 1.461 -7.632  -0.074
73 C -9.419 2.031 -6.372  -0.073
74 C -9.346 1.198 -5.268  -0.158
75 H -8.954 -1.735 -6.609  0.101
76 H -9.054 -0.389 -8.708  0.105
77 H -9.364 2.080 -8.521  0.109
78 H -9.555 3.099 -6.250  0.103
79 H -9.421 1.597 -4.261  0.098

## Properties
HOMO   -10.75 eV
E_LUMO   -3.46 eV
Charge   +1



The following is a quantum chemistry calculation of a molecular structure, C30H43BN10O2Y, from the Open Molecules 2025 dataset.

Each line ends with the Löwdin charge.
Positions of all 87 atoms, in Å:
1 Y -0.182 0.515 -0.352  1.571
2 C -1.859 -2.918 -0.511  -0.003
3 C -2.653 -1.749 -0.986  -0.315
4 C -3.983 -1.690 -1.391  0.037
5 C -4.190 -0.387 -1.811  -0.253
6 C -5.439 0.228 -2.347  -0.004
7 N -3.038 0.292 -1.658  0.031
8 N -2.088 -0.550 -1.143  -0.027
9 B -2.680 1.708 -2.188  -0.498
10 N -1.457 1.611 -3.132  0.025
11 N -0.243 1.135 -2.718  -0.010
12 C 0.558 1.142 -3.785  -0.332
13 C 1.981 0.692 -3.718  -0.037
14 C -0.133 1.625 -4.895  0.028
15 C -1.409 1.909 -4.443  -0.255
16 C -2.570 2.441 -5.213  -0.008
17 N -2.383 2.690 -1.018  0.032
18 N -1.339 2.503 -0.160  -0.031
19 C -1.366 3.493 0.734  -0.334
20 C -0.364 3.568 1.839  -0.021
21 C -2.431 4.342 0.450  0.037
22 C -3.052 3.801 -0.667  -0.251
23 C -4.250 4.308 -1.396  -0.003
24 H -2.490 -3.615 0.036  0.086
25 H -1.060 -2.604 0.164  0.064
26 H -1.417 -3.444 -1.359  0.090
27 H -4.707 -2.487 -1.376  0.122
28 H -6.255 -0.487 -2.273  0.088
29 H -5.325 0.511 -3.394  0.085
30 H -5.714 1.122 -1.788  0.080
31 H -3.612 2.131 -2.794  0.111
32 H 2.105 -0.154 -3.043  0.058
33 H 2.633 1.500 -3.379  0.074
34 H 2.323 0.386 -4.704  0.085
35 H 0.239 1.742 -5.899  0.118
36 H -2.267 2.629 -6.241  0.087
37 H -2.938 3.375 -4.788  0.083
38 H -3.398 1.732 -5.225  0.086
39 H 0.138 2.610 1.989  0.057
40 H -0.849 3.834 2.777  0.092
41 H 0.390 4.330 1.632  0.082
42 H -2.724 5.230 0.983  0.120
43 H -4.630 5.195 -0.895  0.088
44 H -5.044 3.563 -1.426  0.079
45 H -4.004 4.574 -2.425  0.087
46 C -5.726 -3.450 2.657  -0.045
47 C -4.400 -2.740 2.673  -0.262
48 C -4.312 -1.378 2.431  -0.010
49 C -3.093 -0.707 2.452  -0.200
50 C -3.091 0.784 2.227  -0.019
51 C -1.932 -1.431 2.717  -0.081
52 C -1.993 -2.804 2.987  -0.214
53 C -0.755 -3.601 3.301  -0.028
54 C -3.227 -3.435 2.955  -0.012
55 C -0.583 -0.767 2.735  -0.559
56 O 0.124 -0.753 3.710  0.117
57 O -0.205 -0.240 1.570  -0.249
58 H -6.511 -2.815 2.250  0.074
59 H -6.021 -3.741 3.667  0.087
60 H -5.678 -4.362 2.060  0.080
61 H -5.217 -0.814 2.228  0.122
62 H -3.389 1.029 1.203  0.073
63 H -2.117 1.231 2.416  0.060
64 H -3.807 1.264 2.896  0.095
65 H 0.117 -3.250 2.747  0.079
66 H -0.912 -4.654 3.068  0.081
67 H -0.502 -3.520 4.360  0.095
68 H -3.276 -4.501 3.151  0.124
69 C 5.171 2.921 2.404  -0.070
70 C 5.878 1.829 1.608  -0.408
71 C 5.620 0.447 2.200  -0.066
72 C 5.528 1.890 0.119  -0.089
73 N 4.105 1.626 -0.137  -0.068
74 C 3.057 2.454 -0.096  -0.085
75 N 1.975 1.745 -0.306  -0.023
76 N 2.399 0.473 -0.462  -0.079
77 N 3.669 0.392 -0.393  0.123
78 H 5.537 2.936 3.429  0.089
79 H 4.094 2.740 2.459  0.074
80 H 5.340 3.912 1.977  0.083
81 H 6.954 2.025 1.636  0.143
82 H 4.552 0.216 2.227  0.076
83 H 5.985 0.407 3.225  0.088
84 H 6.121 -0.337 1.631  0.085
85 H 6.074 1.141 -0.450  0.134
86 H 5.743 2.874 -0.297  0.134
87 H 3.113 3.513 0.083  0.151

## Properties
HOMO   -10.62 eV
Energy relative to the best compared isomer or geometry (same formula, charge and spin)   0.0 kJ/mol
E_LUMO   -2.32 eV
Charge   +1



Number 1: largest force on an atom 4.58 eV/A. Number 2: largest force on an atom 0.48 eV/A.